A molecular structure, C57H50F5N3O2PSe2TcTe. Source: the OMol25 dataset; level of theory: the ωB97M-V functional and the def2-TZVPD basis.

Structure (XYZ):
```
122
Properties=species:S:1:pos:R:3:forces:R:3:lowdin_charge:R:1
Tc 1.463 0.846 0.624 -0.4 0.1 0.9 0.907
C 3.076 -1.375 -1.704 0.2 0.1 -0.3 0.014
N 3.556 -0.220 -2.463 -0.3 -0.4 0.0 -0.032
C 3.751 1.019 -2.011 0.0 -0.2 0.1 -0.653
Se 3.570 1.766 -0.293 -0.2 0.4 0.3 0.813
N 4.204 1.766 -3.021 0.2 0.0 -0.4 0.133
C 4.305 0.995 -4.185 0.0 0.4 0.2 -0.175
C 4.702 1.305 -5.478 0.0 0.1 -0.1 0.004
C 4.659 0.271 -6.395 0.0 0.0 0.0 -0.044
C 4.245 -1.021 -6.030 0.0 0.0 0.0 -0.045
C 3.850 -1.319 -4.740 0.0 -0.1 0.0 0.013
C 3.883 -0.272 -3.829 -0.1 -0.2 0.3 -0.147
H 2.767 -1.059 -0.716 0.0 0.1 0.1 0.027
H 3.874 -2.107 -1.589 0.0 0.0 0.0 0.107
H 2.237 -1.827 -2.227 -0.1 0.0 0.0 0.103
H 4.434 2.743 -2.926 0.0 0.0 0.0 0.168
H 5.031 2.300 -5.754 0.0 -0.1 0.0 0.127
H 4.957 0.461 -7.418 0.0 0.0 0.0 0.120
H 4.243 -1.804 -6.778 0.0 0.1 0.0 0.120
H 3.549 -2.321 -4.460 0.0 0.1 0.0 0.122
O 0.275 1.173 -0.917 -0.1 -0.2 -0.4 -0.575
P -0.982 1.789 -1.619 0.3 -0.1 0.2 0.892
C -0.418 2.751 -3.001 0.2 0.2 -0.1 -0.284
C -1.273 3.660 -3.625 0.0 -0.1 -0.1 -0.061
C -0.827 4.373 -4.728 0.0 0.0 0.0 -0.043
C 0.455 4.165 -5.219 0.0 0.0 0.0 -0.043
C 1.296 3.237 -4.616 0.0 0.0 0.0 -0.052
C 0.863 2.532 -3.503 0.0 0.1 0.0 -0.070
C -1.902 2.763 -0.468 -0.1 0.1 0.1 -0.312
C -1.759 4.150 -0.393 0.0 -0.1 0.0 -0.080
C -2.404 4.853 0.613 0.0 0.0 0.0 -0.047
C -3.182 4.177 1.544 0.0 0.0 0.0 -0.037
C -3.330 2.795 1.470 0.0 0.0 0.0 -0.050
C -2.691 2.084 0.468 0.0 0.1 0.0 -0.098
C -2.007 0.494 -2.268 0.0 -0.3 0.1 -0.277
C -1.386 -0.628 -2.827 -0.1 0.1 0.0 -0.074
C -2.153 -1.593 -3.456 0.0 -0.1 0.0 -0.063
C -3.535 -1.458 -3.507 0.0 -0.1 0.0 -0.047
C -4.155 -0.354 -2.943 0.0 0.1 0.0 -0.042
C -3.394 0.633 -2.333 0.0 0.0 0.0 -0.057
H -2.283 3.807 -3.260 0.0 0.0 0.0 0.119
H -1.482 5.088 -5.208 0.0 0.0 0.0 0.119
H 0.797 4.723 -6.082 0.0 0.0 0.0 0.119
H 2.286 3.061 -5.019 0.0 0.0 0.0 0.095
H 1.514 1.814 -3.019 -0.1 0.0 0.0 0.077
H -1.149 4.678 -1.115 0.0 0.0 0.0 0.107
H -2.303 5.930 0.668 0.0 0.0 0.0 0.120
H -3.682 4.731 2.330 0.0 0.0 -0.1 0.121
H -3.946 2.275 2.192 0.0 0.0 0.0 0.112
H -2.808 1.007 0.407 0.0 0.0 0.0 0.088
H -0.306 -0.725 -2.790 0.0 0.0 0.0 0.099
H -1.675 -2.452 -3.909 0.0 0.0 0.0 0.116
H -4.134 -2.216 -3.996 0.0 0.0 0.0 0.119
H -5.232 -0.253 -2.986 0.1 0.0 0.0 0.119
H -3.880 1.507 -1.916 0.0 -0.1 0.0 0.114
F 3.244 8.020 0.693 0.0 0.0 0.0 0.170
C 2.676 6.860 0.959 0.1 0.1 0.0 -0.123
C 2.281 6.030 -0.074 0.0 0.0 -0.1 -0.138
F 2.460 6.405 -1.338 0.0 0.0 0.0 0.137
C 1.691 4.818 0.212 -0.1 -0.1 0.1 -0.276
F 1.278 4.081 -0.827 0.0 -0.2 0.0 0.036
C 1.504 4.379 1.517 0.3 0.1 0.1 -0.448
Se 0.722 2.722 2.028 0.2 -0.7 -0.6 0.881
C 1.891 5.250 2.537 0.0 -0.2 0.0 -0.251
F 1.714 4.910 3.810 0.0 -0.1 0.0 0.101
C 2.465 6.475 2.271 0.0 0.2 0.1 -0.134
F 2.822 7.282 3.259 0.0 0.0 0.0 0.160
C -6.050 -4.214 -0.654 0.1 0.0 0.1 -0.033
C -4.807 -3.517 -0.160 -0.1 -0.1 -0.1 -0.251
C -4.876 -2.535 0.814 0.0 0.1 0.1 -0.002
C -3.737 -1.900 1.311 -0.1 0.0 0.1 -0.286
C -3.913 -0.894 2.425 -0.1 -0.1 -0.1 -0.056
C -2.494 -2.271 0.786 -0.1 0.2 -0.1 -0.414
Te -0.724 -1.419 1.560 0.3 -0.2 0.1 1.460
N 2.242 -0.214 1.664 -0.4 0.6 -0.3 -0.212
C 2.797 -1.217 2.553 0.3 -0.2 -0.6 -0.465
O 2.418 -1.263 3.672 -0.2 0.2 0.5 0.194
C 3.804 -2.099 1.895 -0.1 -0.1 0.0 -0.177
C 3.351 -3.144 1.089 0.1 0.0 0.0 -0.052
C 4.272 -4.030 0.545 0.0 0.1 0.1 -0.071
C 5.631 -3.861 0.794 -0.1 0.0 0.0 -0.057
C 6.072 -2.812 1.589 0.0 0.0 0.0 -0.051
C 5.160 -1.928 2.148 0.0 0.0 0.0 -0.007
C -1.095 -1.843 3.608 0.2 -0.1 0.1 -0.402
C -1.302 -3.173 3.996 0.0 -0.1 0.0 -0.282
C -1.341 -4.351 3.052 -0.1 0.1 0.1 -0.053
C -1.479 -3.439 5.356 0.0 -0.2 -0.2 -0.003
C -1.430 -2.450 6.318 0.0 0.0 0.3 -0.245
C -1.598 -2.768 7.785 0.0 0.1 -0.2 -0.032
C -1.207 -1.145 5.898 0.0 0.1 0.0 -0.001
C -1.040 -0.817 4.560 0.0 0.1 0.1 -0.309
C -0.770 0.622 4.210 0.0 -0.1 0.1 -0.120
C -2.389 -3.251 -0.211 0.0 -0.1 -0.1 -0.320
C -1.076 -3.719 -0.795 -0.1 0.0 0.0 -0.089
C -3.555 -3.861 -0.656 0.0 0.0 -0.1 -0.015
H -6.942 -3.613 -0.478 0.0 0.0 0.0 0.081
H -6.184 -5.163 -0.131 0.0 0.0 0.0 0.093
H -5.983 -4.439 -1.719 0.0 0.0 0.0 0.080
H -5.845 -2.257 1.219 0.1 0.0 0.0 0.127
H -4.897 -0.426 2.364 0.0 0.0 0.0 0.090
H -3.151 -0.116 2.401 0.0 0.0 0.0 0.019
H -3.837 -1.384 3.399 0.0 0.0 -0.1 0.098
H 2.288 -3.271 0.915 0.0 0.0 0.0 0.106
H 3.927 -4.866 -0.051 0.0 0.0 0.0 0.114
H 6.347 -4.559 0.376 0.0 0.0 0.0 0.115
H 7.129 -2.691 1.790 -0.1 0.0 0.0 0.117
H 5.499 -1.117 2.780 0.0 0.0 0.0 0.129
H -0.708 -4.195 2.184 0.1 0.0 -0.1 0.026
H -2.357 -4.539 2.693 0.0 0.0 0.0 0.095
H -0.996 -5.250 3.562 0.0 0.0 0.0 0.089
H -1.637 -4.468 5.663 0.0 0.1 0.0 0.126
H -1.804 -3.825 7.945 0.0 0.0 0.0 0.079
H -2.416 -2.189 8.215 0.0 0.0 0.0 0.087
H -0.694 -2.508 8.338 0.0 0.0 0.0 0.089
H -1.153 -0.352 6.640 0.0 0.0 -0.1 0.129
H -1.076 1.284 5.019 0.0 0.0 0.0 0.091
H -1.292 0.927 3.302 0.0 0.0 0.0 0.005
H 0.301 0.773 4.056 0.0 0.0 0.0 0.035
H -0.414 -2.890 -1.046 0.0 0.1 0.0 0.030
H -1.252 -4.300 -1.701 0.0 0.0 0.0 0.082
H -0.545 -4.367 -0.095 0.0 0.0 0.1 0.072
H -3.484 -4.635 -1.417 0.0 0.1 0.0 0.127
```
Positions in Å, forces in eV/Å.

Summary:
**Net charge**: +2
**LUMO energy (alpha / beta)**: -6.7 / -6.7 eV
**Energy above the lowest of the compared OMol25 structures with the same formula, charge and spin**: 0.0 kJ/mol
**Electronic energy**: -8508.749723 Ha
**Orbital gap (alpha / beta)**: 5.411 / 5.413 eV


A single C6H9N molecule. Source: the OMol25 dataset; level of theory: the ωB97M-V functional and the def2-TZVPD basis.

Structure (XYZ):
```
16
Properties=species:S:1:pos:R:3:forces:R:3:lowdin_charge:R:1
C -2.290 -0.518 -0.278 -0.3 0.0 0.0 -0.064
C -1.100 0.060 0.411 0.0 0.0 -0.1 -0.295
C -0.650 1.342 0.414 -0.2 -0.1 0.0 -0.095
N 0.737 1.337 0.535 -0.1 -0.1 0.0 0.017
C 1.155 -0.013 0.518 -0.2 -0.1 -0.1 -0.307
C 2.270 -0.368 -0.443 0.3 -0.1 0.1 -0.041
C 0.044 -0.784 0.619 0.1 0.0 -0.3 -0.037
H -2.951 0.259 -0.666 -0.1 -0.1 0.1 0.075
H -2.851 -1.220 0.344 -0.1 0.1 0.0 0.075
H -1.902 -1.081 -1.139 -0.3 0.1 0.1 0.083
H -1.144 2.258 0.113 -0.1 -0.1 0.5 0.114
H 1.151 1.918 1.258 0.2 0.3 -0.5 0.142
H 3.229 -0.718 -0.067 0.0 0.1 0.2 0.061
H 1.855 -1.125 -1.120 0.4 0.0 0.2 0.076
H 2.418 0.519 -1.068 0.2 -0.2 0.2 0.078
H 0.028 -1.867 0.569 0.0 0.1 -0.3 0.118
```
Positions in Å, forces in eV/Å.

Summary:
**Net charge**: 0
**LUMO energy**: 1.1 eV
**Energy above the lowest of the compared OMol25 structures with the same formula, charge and spin**: 166.1 kJ/mol
**Electronic energy**: -288.718780 Ha
**Orbital gap**: 8.906 eV
**SMILES**: Cc1c[nH]c(C)c1


> The lowest electronic energy belongs to which entry?

C57H50F5N3O2PSe2TcTe